Entry 1:
Computed, not measured: 2 unconnected molecules or ions with the total composition C3H9NO3 in a non-equilibrium geometry, with wB97M-V/def2-TZVPD.

Atoms and positions in Å:
1 N -0.78624 0.20167 -0.79420
2 C 0.23797 -0.82286 -0.68081
3 C -0.13948 -2.03782 0.13276
4 O 0.72134 -2.83515 0.47499
5 C 1.73076 -0.19644 -0.17623
6 O 1.99003 0.98434 -0.77344
7 H -0.60317 0.95816 -1.44728
8 H -0.98313 0.73711 0.03703
9 H 0.47870 -1.13742 -1.59330
10 H -1.27983 -2.26594 0.30598
11 H 1.69671 0.32750 0.89311
12 H 2.43939 -1.05216 -0.33186
13 H 2.73168 0.88155 -1.55387
14 O -2.40537 2.02925 1.86106
15 H -2.79277 2.89856 1.87733
16 H -3.03659 1.32965 1.76874

Properties
Gap between HOMO and LUMO in eV: 9.55
Charge: 0
E_HOMO in eV: -8.91
SMILES: N[C@H](C=O)CO.O
LUMO energy in Eh: 0.0234

Entry 2:
Computed, not measured: 2 unconnected molecules or ions with the total composition C3H9NO3 in a non-equilibrium geometry, with wB97M-V/def2-TZVPD.

Atoms and positions in Å:
1 O -1.67942 2.30433 -0.84452
2 C -0.81851 1.75965 -0.20791
3 N -0.00814 0.71022 -0.56919
4 C 1.13155 0.35936 0.33802
5 C 1.08016 -1.05695 0.87264
6 O 1.86846 -1.13035 2.06745
7 H -0.85860 1.71319 0.90458
8 H 0.02555 0.28028 -1.47869
9 H 1.05062 1.02742 1.20152
10 H 1.97656 0.63118 -0.28976
11 H 1.39038 -1.85344 0.19889
12 H 0.02664 -1.28250 1.07591
13 H 1.29311 -1.18738 2.81760
14 O -1.42083 -1.97997 -1.54996
15 H -1.77136 -2.79028 -1.16298
16 H -1.34048 -2.08048 -2.48931

Properties
Gap between HOMO and LUMO in eV: 10.07
Charge: 0
E_HOMO in eV: -9.56
SMILES: O=CNCCO.O
LUMO energy in Eh: 0.0185

Entry 3:
Computed, not measured: 2 unconnected molecules or ions with the total composition C3H9NO3 in a non-equilibrium geometry, with wB97M-V/def2-TZVPD.

Atoms and positions in Å:
1 C 0.72777 -0.27968 0.53621
2 C -1.68155 -0.43682 -0.79100
3 C 1.73062 0.05276 -0.54723
4 N -0.67837 1.31954 0.24097
5 O -1.88283 0.64613 0.02872
6 O -0.92763 2.15936 1.30833
7 O 0.83302 -1.60573 0.97889
8 H -1.48332 1.67954 1.94938
9 H 1.01118 -2.18161 0.22476
10 H 0.94745 0.28400 1.44259
11 H -2.55412 -1.07968 -0.73417
12 H -1.39245 -0.14534 -1.80341
13 H -0.59943 -0.83179 -0.37480
14 H 2.74942 -0.14847 -0.20594
15 H 1.66903 1.10686 -0.80800
16 H 1.53122 -0.53907 -1.44529

Properties
Gap between HOMO and LUMO (alpha / beta) in eV: 8.69 / 8.44
Charge: 0
E_HOMO (alpha / beta) in eV: -8.12 / -7.84
LUMO energy (alpha / beta) in Eh: 0.0212 / 0.0222

Entry 4:
Computed, not measured: 2 unconnected molecules or ions with the total composition C3H9NO3 in a non-equilibrium geometry, with wB97M-V/def2-TZVPD.

Atoms and positions in Å:
1 N -0.72054 1.11218 0.13047
2 C 0.31300 1.10783 -0.92425
3 C 0.99383 -0.23201 -0.98385
4 O 1.97140 -0.15703 -2.03568
5 H -0.28891 1.15394 1.04149
6 H -1.30096 1.98107 0.06322
7 H 1.12104 1.84499 -0.76258
8 H -0.23117 1.26410 -1.88127
9 H 1.43629 -0.47735 0.01334
10 H 0.21742 -0.96370 -1.30503
11 H 2.59261 -0.86929 -1.99281
12 O -0.43974 -0.52190 2.66767
13 C -1.15003 -1.33856 2.08960
14 O -1.71866 -1.20969 0.91746
15 H -1.29848 -2.39009 2.46194
16 H -1.49712 -0.30449 0.50030

Properties
Gap between HOMO and LUMO in eV: 11.06
Charge: 0
E_HOMO in eV: -10.23
SMILES: NCCO.O=CO
LUMO energy in Eh: 0.0303

Entry 5:
Computed, not measured: 2 unconnected molecules or ions with the total composition C3H9NO3, with wB97M-V/def2-TZVPD.

Atoms and positions in Å:
1 C -0.22239 -1.68919 0.30722
2 C -1.14808 -0.46852 0.23339
3 N -2.55830 -0.77498 0.12169
4 O -0.86739 0.30323 -0.91912
5 O 0.21133 1.19457 -0.66754
6 H -0.40426 -2.24513 1.22368
7 H 0.81210 -1.35437 0.29120
8 H -0.39367 -2.33530 -0.55155
9 H -1.00230 0.16266 1.12342
10 H -2.73780 -1.18689 -0.78800
11 H -2.81843 -1.44857 0.83373
12 H -0.01020 1.93423 -1.25397
13 C 2.78571 1.97502 0.01078
14 O 3.17516 0.89702 -0.30327
15 H 2.46709 2.22100 1.03879
16 H 2.71143 2.81522 -0.70044

Properties
Gap between HOMO and LUMO in eV: 10.35
Charge: 0
E_HOMO in eV: -9.52
SMILES: C[C@H](N)OO.C=O
LUMO energy in Eh: 0.0305

Entry 6:
Computed, not measured: 2 unconnected molecules or ions with the total composition C3H9NO3 in a non-equilibrium geometry, with wB97M-V/def2-TZVPD.

Atoms and positions in Å:
1 C -1.11621 -1.38419 -0.85976
2 C -1.34916 -0.04830 -0.09534
3 N -0.48063 1.04594 -0.55497
4 C -1.18636 -0.42952 1.38652
5 O -2.00838 -0.78824 2.17059
6 O 0.16700 -0.36809 1.63365
7 H -1.53941 -2.26364 -0.39974
8 H -0.05912 -1.59459 -0.76330
9 H -1.24348 -1.09592 -1.91958
10 H -2.45135 0.09604 -0.19473
11 H -1.05528 1.66082 -1.12534
12 H 0.23684 0.74581 -1.20998
13 H 0.27145 0.17589 2.42890
14 O 4.21975 1.67952 -0.14687
15 H 4.01812 0.99430 0.50941
16 H 3.57620 1.57418 -0.85948

Properties
Gap between HOMO and LUMO in eV: 10.36
Charge: 0
E_HOMO in eV: -9.87
SMILES: C[C@H](N)C(=O)O.O
LUMO energy in Eh: 0.0180

Entry 7:
Computed, not measured: 2 unconnected molecules or ions with the total composition C3H9NO3 in a non-equilibrium geometry, with wB97M-V/def2-TZVPD.

Atoms and positions in Å:
1 H 2.44961 1.59525 0.67944
2 N 1.66372 0.95461 0.77476
3 C 1.73685 0.09450 1.72160
4 O 0.72507 -0.69227 1.97456
5 H 2.65534 -0.19801 2.24369
6 H 0.00488 -0.47089 1.25345
7 C -0.58882 -1.07281 -1.38370
8 C -0.74415 0.16504 -0.51501
9 O -1.01262 1.24447 -1.40515
10 O -1.81684 0.03434 0.40312
11 H -0.44107 -1.94925 -0.75725
12 H -1.48245 -1.21892 -1.99676
13 H 0.26323 -0.95823 -2.05233
14 H 0.31155 0.62009 0.02917
15 H -1.10563 2.04998 -0.88321
16 H -2.61867 -0.19790 -0.08638

Properties
Gap between HOMO and LUMO in eV: 9.89
Charge: 0
E_HOMO in eV: -9.01
SMILES: [H]/N=C/O.CC(O)O
LUMO energy in Eh: 0.0323

Entry 8:
Computed, not measured: 2 unconnected molecules or ions with the total composition C3H9NO3 in a non-equilibrium geometry, with wB97M-V/def2-TZVPD.

Atoms and positions in Å:
1 C -0.16660 0.39389 0.80981
2 C 0.10210 0.62823 -0.55389
3 C -0.11940 -1.17678 -1.09461
4 N -1.46402 -1.54429 -1.35760
5 O 0.70711 2.12398 0.96510
6 O 2.14534 1.88476 1.06534
7 O 0.48114 -0.49235 1.61576
8 H 2.20300 1.67376 2.00979
9 H 0.02588 -0.54661 2.46679
10 H -1.17506 0.62901 1.14573
11 H -1.91473 -0.95418 -2.04652
12 H -2.03084 -1.57876 -0.51637
13 H 1.06770 0.89095 -0.96986
14 H -0.71322 1.09199 -1.09842
15 H 0.47902 -1.13295 -2.00275
16 H 0.37258 -1.89064 -0.43830

Properties
Gap between HOMO and LUMO in eV: 8.05
Charge: 0
E_HOMO in eV: -7.75
LUMO energy in Eh: 0.0110

Entry 9:
Computed, not measured: 2 unconnected molecules or ions with the total composition C3H9NO3 in a non-equilibrium geometry, with wB97M-V/def2-TZVPD.

Atoms and positions in Å:
1 C -0.73288 -1.14224 -0.68720
2 N 0.09534 -1.64409 0.33676
3 C 0.87384 -0.81047 1.20990
4 C 1.90639 0.10575 0.51770
5 O 2.30757 0.95045 1.56076
6 O -1.26739 -1.90928 -1.44132
7 H -0.79574 -0.05742 -0.72470
8 H 0.14943 -2.65412 0.49616
9 H 0.12393 -0.11994 1.63592
10 H 1.32010 -1.44935 1.97166
11 H 2.72381 -0.50354 0.11505
12 H 1.45165 0.64911 -0.30295
13 H 3.13380 1.39568 1.34256
14 H -3.51052 3.48202 -0.91539
15 H -2.59405 4.21881 -1.88184
16 O -2.77762 3.33937 -1.52190

Properties
<S²>: 0.77
Gap between HOMO and LUMO (alpha / beta) in eV: 9.91 / 4.90
Charge: +1
2S+1: 2
E_HOMO (alpha / beta) in eV: -14.09 / -14.09
LUMO energy (alpha / beta) in Eh: -0.1534 / -0.3378

Entry 10:
Computed, not measured: a gas-phase ion, C3H9NO3P (charge -1) in a non-equilibrium geometry, with wB97M-V/def2-TZVPD.

Atoms and positions in Å:
1 C 1.12836 -0.99106 0.43354
2 C -0.36246 0.83447 1.20408
3 C 0.73565 0.44064 0.08287
4 N -1.44340 -0.03261 1.15854
5 O -1.03076 -0.70740 -1.77988
6 O -1.03615 1.85794 -1.31908
7 O 1.05103 0.60640 -2.46077
8 P -0.07775 0.70757 -1.46703
9 H 1.25143 -1.21697 1.55342
10 H 1.92680 -1.27503 -0.14685
11 H 0.30927 -1.60579 0.20799
12 H -0.64488 1.89264 1.03788
13 H 0.09190 0.73627 2.26311
14 H 1.58290 1.07643 0.30076
15 H -1.68333 -0.21125 0.13734
16 H -0.64422 -1.12927 -2.52473
17 H -1.15439 -0.98298 1.31880

Properties
<S²>: 2.01
Gap between HOMO and LUMO (alpha / beta) in eV: 3.32 / 5.59
Charge: -1
2S+1: 3
E_HOMO (alpha / beta) in eV: 0.51 / -6.41
LUMO energy (alpha / beta) in Eh: 0.1409 / -0.0303

Entry 11:
Computed, not measured: 2 unconnected molecules or ions with the total composition C3H9NO3S in a non-equilibrium geometry, with wB97M-V/def2-TZVPD.

Atoms and positions in Å:
1 C -1.24095 -1.79415 0.53987
2 C -0.79177 1.59890 0.40222
3 C 0.06966 -0.26462 -0.87283
4 N 2.19186 1.20567 -0.71294
5 O 1.37211 -0.02493 1.35986
6 O 2.44188 -1.36553 -0.40906
7 O -0.70877 0.90816 -0.84080
8 S 1.58853 -0.26071 -0.01784
9 H -1.67484 -2.18856 -0.37849
10 H -0.56104 -2.46647 1.08632
11 H -1.91458 -1.45339 1.18184
12 H 0.10806 1.42009 0.95892
13 H -1.54341 1.13427 0.98691
14 H -0.87281 2.69818 0.18651
15 H -0.06037 -0.95559 -1.62507
16 H 2.59258 1.84594 -0.04980
17 H 2.71665 0.95052 -1.49466

Properties
Gap between HOMO and LUMO (alpha / beta) in eV: 8.72 / 8.55
Charge: 0
E_HOMO (alpha / beta) in eV: -8.95 / -8.66
LUMO energy (alpha / beta) in Eh: -0.0085 / -0.0041

Entry 12:
Computed, not measured: 2 unconnected molecules or ions with the total composition C3H9NO4P in a non-equilibrium geometry, with wB97M-V/def2-TZVPD.

Atoms and positions in Å:
1 C -1.43890 -0.97410 -0.61263
2 C 1.06873 -1.44365 -0.42019
3 C -0.05231 -0.63120 -0.12046
4 N -1.64008 2.60747 3.10076
5 O 1.99572 0.97969 -1.03028
6 O 0.82509 -0.25881 -3.04713
7 O 3.17714 -1.04365 -2.25687
8 O 0.05039 0.46543 0.64030
9 P 1.85519 -0.43283 -1.94847
10 H -1.26082 -0.86947 -1.66244
11 H -1.68397 -1.97524 -0.34389
12 H -2.25271 -0.31124 -0.46711
13 H 0.94840 -2.35908 -1.13210
14 H 1.90083 -1.39739 0.11963
15 H -0.88606 2.31246 3.80597
16 H -1.41955 2.05750 2.22585
17 H -2.48241 2.32370 3.60239
18 H 1.29529 0.95044 -0.45333

Properties
Gap between HOMO and LUMO in eV: 9.01
Charge: -1
E_HOMO in eV: -5.53
LUMO energy in Eh: 0.1280